Density functional theory data (ωB97M-V with the def2-TZVPD basis set) for an isolated molecule of C3H4N2O2S.

CARTESIAN COORDINATES (ANGSTROEM)
N: 0.0743 -0.5320 1.7290
C: -0.2266 0.2147 0.5454
C: -0.7753 -0.6274 -0.5819
O: -1.2049 -1.7482 -0.4487
N: -0.6484 0.0453 -1.7787
S: 0.5974 1.2564 -1.8037
C: 0.9108 1.0291 -0.0549
O: 1.8260 1.5208 0.5537
H: 0.8578 -0.0961 2.2184
H: 0.3090 -1.5012 1.4912
H: -1.0017 0.9853 0.7344
H: -0.7185 -0.5468 -2.6044

## Properties
**Gap between HOMO and LUMO**: 9.87 eV
**Relative energy (zero: lowest compared OMol25 entry of this formula, charge and spin)**: 16.29 kcal/mol
**LUMO energy**: 0.3 eV
**Calculated total energy**: -774.9008 Ha



Density functional theory data (ωB97M-V with the def2-TZVPD basis set) for a structure of composition C8H10ClN at a distorted geometry.

CARTESIAN COORDINATES (ANGSTROEM)
C: 1.9880 -2.3272 1.5284
C: 0.4785 -0.2963 1.3103
C: -0.2515 0.3950 0.0805
C: -0.8816 -0.4012 -0.7780
C: -1.7092 0.2896 -1.8193
C: -1.6253 1.6974 -2.0738
C: -1.0442 2.4553 -1.0973
C: -0.3093 1.8331 -0.0885
H: 3.3329 -1.9163 1.3355
H: 1.8720 -3.3775 0.7077
H: 1.5415 -2.3578 2.5942
H: 1.2982 -1.4030 -0.2008
H: 1.3346 0.4356 1.7680
H: -0.2199 -0.4849 2.2376
H: -1.0333 -1.4644 -0.6464
H: -2.0222 -0.4117 -2.6410
H: -2.2152 2.2989 -2.6958
H: 0.0369 2.3960 0.8289
N: 0.8709 -1.5689 0.6437
Cl: -1.4419 4.2083 -0.9937

## Properties
**Gap between HOMO and LUMO**: 9.91 eV
**Relative energy (zero: lowest compared OMol25 entry of this formula, charge and spin)**: 119.87 kcal/mol
**LUMO energy**: 0.8 eV
**Calculated total energy**: -825.6190 Ha



Density functional theory data (ωB97M-V with the def2-TZVPD basis set) for a cluster of 2 separate species, C5H16N2O in total at a distorted geometry.

CARTESIAN COORDINATES (ANGSTROEM)
C: 0.6704 1.9627 -0.4687
C: -0.6062 1.3584 -1.1508
C: -1.2757 0.1134 -0.3493
C: -0.4456 -1.1473 -0.4567
C: 0.1561 -2.9230 1.0094
N: 0.0781 -1.4782 1.0150
N: -1.8221 2.2907 -1.3806
H: 1.6452 2.0225 -0.9081
H: 0.7523 1.6587 0.5259
H: 0.4226 3.0082 -0.5652
H: -0.4503 0.9811 -2.1882
H: -1.3508 0.4780 0.7164
H: -2.2437 0.0490 -0.7811
H: -1.1459 -1.9582 -0.9032
H: 0.3922 -1.1218 -1.0574
H: -0.7475 -3.4199 1.0288
H: 0.7004 -3.4629 0.2458
H: 0.9152 -3.1801 1.7729
H: 0.9482 -1.0258 1.1439
H: -2.5654 1.6744 -1.1094
H: -1.7635 3.1814 -0.9413
H: 2.7146 0.6260 2.3091
H: 2.1791 0.3366 0.9364
O: 2.8420 -0.0239 1.5566

## Properties
**Gap between HOMO and LUMO (spin up / spin down)**: 2.66 / 9.32 eV
**Relative energy (zero: lowest compared OMol25 entry of this formula, charge and spin)**: 52.96 kcal/mol
**Multiplicity**: 2
**LUMO energy (spin up / spin down)**: 3.7 / 3.5 eV
**Total charge**: -1
**<S²>**: 0.750
**Calculated total energy**: -384.7112 Ha



Density functional theory data (ωB97M-V with the def2-TZVPD basis set) for a structure of composition C34H37N7ORbS at a distorted geometry.

CARTESIAN COORDINATES (ANGSTROEM)
Rb: -0.4975 -1.7137 0.0153
N: 0.6067 -0.9045 4.8578
C: 0.1656 -0.9652 3.6035
N: 0.4850 -1.8579 2.7168
C: 1.4083 -2.8222 3.1483
N: 1.9202 -3.6594 2.3263
N: 1.4549 -3.5362 0.9787
C: 2.0698 -4.3910 0.2660
C: 1.8630 -4.4926 -1.1540
C: 2.6052 -5.4746 -1.8129
C: 2.5766 -5.4930 -3.1835
C: 1.8435 -4.5615 -3.8715
C: 1.1037 -3.6681 -3.1210
N: 1.0844 -3.6138 -1.8181
C: 1.8046 -2.9428 4.5723
C: 2.6424 -3.9810 5.0546
C: 2.9498 -3.9845 6.4177
C: 2.4860 -2.9859 7.2207
C: 1.6571 -1.9669 6.7511
C: 1.3768 -1.9482 5.4157
H: 0.2576 -0.1423 5.4606
H: -0.5554 -0.1971 3.2874
H: 2.8464 -5.0566 0.6440
H: 3.1563 -6.1809 -1.2331
H: 3.1142 -6.2230 -3.7337
H: 1.8242 -4.5122 -4.9271
H: 0.5196 -2.8625 -3.5907
H: 3.0370 -4.6999 4.3286
H: 3.6513 -4.7243 6.8459
H: 2.7212 -3.0346 8.2882
H: 1.2619 -1.2224 7.4223
C: -2.5442 -3.8623 -3.5749
C: -2.7785 -2.6585 -2.7194
C: -3.6390 -2.7434 -1.6475
C: -4.0001 -1.5696 -0.9438
C: -4.9557 -1.6317 0.1966
C: -3.3868 -0.3540 -1.2437
C: -2.5703 -0.2957 -2.3279
C: -1.9507 1.0476 -2.6909
C: -2.2298 -1.4230 -3.0280
H: -1.7292 -3.7143 -4.2731
H: -3.4691 -4.0995 -4.0800
H: -2.3514 -4.7292 -2.8691
H: -4.1454 -3.6832 -1.3584
H: -5.2468 -0.6408 0.4939
H: -4.5024 -2.0923 1.0887
H: -5.8979 -2.2154 -0.0106
H: -3.6573 0.5514 -0.6999
H: -1.6706 1.0689 -3.7379
H: -0.9964 1.1912 -2.1813
H: -2.6184 1.8754 -2.5158
H: -1.5104 -1.3635 -3.8221
C: 2.5981 3.7040 -1.7423
C: 2.4390 3.0770 -0.3733
C: 1.1571 2.2907 -0.1782
N: -0.0116 3.1594 -0.4179
C: -1.2319 2.9675 0.0674
S: -1.6818 1.6412 1.0443
N: -2.2180 3.8579 -0.2707
C: -2.2428 5.1924 -0.8253
O: -3.2754 5.5300 -1.3465
C: -1.0286 6.0367 -0.7710
C: -0.5808 6.6537 -1.9245
C: 0.6583 7.3173 -1.9014
C: 1.3753 7.4460 -0.7143
C: 0.8659 6.8686 0.4527
C: -0.3402 6.1804 0.4254
H: 3.5646 4.1924 -1.8631
H: 1.8167 4.4858 -1.9740
H: 2.5090 2.8641 -2.4525
H: 2.5001 3.8160 0.4421
H: 3.2471 2.3449 -0.2200
H: 1.0299 1.9276 0.8664
H: 1.1494 1.4501 -0.8123
H: 0.1532 3.9063 -1.0676
H: -3.1221 3.5668 0.0561
H: -1.0382 6.4815 -2.8859
H: 1.0185 7.6819 -2.8393
H: 2.3219 7.9151 -0.7028
H: 1.4531 6.9555 1.3870
H: -0.6753 5.6498 1.3106

## Properties
**Gap between HOMO and LUMO**: 7.89 eV
**Relative energy (zero: lowest compared OMol25 entry of this formula, charge and spin)**: 0.00 kcal/mol
**LUMO energy**: -2.6 eV
**Total charge**: +1
**Calculated total energy**: -2198.4945 Ha